1.
This record from OMol25 describes 2 unconnected molecules or ions with the total composition C8H25N4O. The level of theory is the ωB97M-V functional and the def2-TZVPD basis.

Cartesian coordinates (Å):
C -0.506 1.741 -2.683
C -0.290 0.734 -1.555
C 0.588 -0.419 -2.057
C 0.211 1.479 -0.285
C 1.665 1.286 0.145
N 1.767 0.501 1.428
C 1.399 -0.950 1.370
C 1.158 -1.480 2.808
N 0.626 -2.826 2.779
N 0.249 -0.533 3.428
N 2.349 -1.520 3.619
H -1.230 2.504 -2.395
H -0.900 1.248 -3.573
H 0.432 2.232 -2.951
H -1.271 0.320 -1.309
H -0.024 -1.163 -2.566
H 1.133 -0.952 -1.276
H 1.327 -0.068 -2.780
H 0.071 2.548 -0.451
H -0.436 1.246 0.568
H 2.156 2.234 0.354
H 2.258 0.754 -0.596
H 1.167 0.911 2.159
H 2.716 0.583 1.793
H 0.506 -1.045 0.754
H 2.226 -1.473 0.893
H 1.120 -3.444 2.144
H -0.353 -2.838 2.524
H -0.631 -0.480 2.921
H 0.031 -0.825 4.374
H 2.885 -2.369 3.518
H 2.937 -0.700 3.612
C -4.118 0.147 -2.932
O -4.134 1.550 -2.723
H -3.398 -0.047 -3.725
H -3.806 -0.398 -2.034
H -5.090 -0.236 -3.252
H -4.788 1.747 -2.047

energy above the lowest of the compared OMol25 structures with the same formula, charge and spin = 0.000 eV
charge = +1
LUMO energy = -2.87 eV
E_HOMO = -12.681 eV
gap between HOMO and LUMO = 0.361 Eh
2S+1 = 1

=====

2.
This record from OMol25 describes a molecular structure, C8H26AgN4O10P4. The level of theory is the ωB97M-V functional and the def2-TZVPD basis.

Cartesian coordinates (Å):
Ag 0.617 -0.495 -2.093
C 2.843 -0.164 1.217
N 2.138 0.879 0.494
C 2.905 1.531 -0.572
P 0.550 1.224 0.568
O -0.215 1.170 -0.697
O -0.034 0.177 1.650
P -0.612 -1.301 1.245
O 0.414 -2.108 0.566
N -2.002 -1.134 0.416
C -2.974 -0.133 0.823
C -2.125 -1.558 -0.983
N -1.091 -1.758 2.777
C -0.103 -1.665 3.845
C -1.842 -3.007 2.843
N 0.385 2.704 1.262
C 1.082 3.018 2.492
C -0.820 3.482 1.022
H 3.790 0.239 1.589
H 3.050 -1.018 0.568
H 2.259 -0.517 2.061
H 3.658 2.201 -0.145
H 2.263 2.090 -1.253
H 3.399 0.777 -1.188
H -2.871 0.094 1.883
H -3.984 -0.513 0.646
H -2.847 0.787 0.242
H -1.340 -2.266 -1.242
H -2.071 -0.711 -1.671
H -3.096 -2.043 -1.115
H 0.391 -0.697 3.825
H 0.658 -2.452 3.774
H -0.612 -1.770 4.806
H -2.568 -3.051 2.034
H -2.376 -3.048 3.796
H -1.187 -3.884 2.775
H 1.999 2.435 2.559
H 0.466 2.805 3.376
H 1.347 4.078 2.506
H -1.242 3.210 0.059
H -0.563 4.544 1.003
H -1.568 3.322 1.808
O -0.726 -2.679 -5.643
P -0.301 -1.536 -4.569
O -1.513 -0.703 -4.259
O 0.317 -2.275 -3.385
O 0.784 -0.678 -5.321
P 1.444 1.019 -4.901
O 0.013 1.522 -4.289
O 2.292 0.448 -3.590
O 2.376 1.942 -3.633
H -0.060 -3.374 -5.619
H -0.698 0.838 -4.364

energy above the lowest of the compared OMol25 structures with the same formula, charge and spin = 0.015 eV
charge = -1
LUMO energy = 2.26 eV
E_HOMO = -4.505 eV
gap between HOMO and LUMO = 0.249 Eh
2S+1 = 1

=====

3.
This record from OMol25 describes 5 unconnected molecules or ions with the total composition C8H26O8 in a non-equilibrium geometry. The level of theory is the ωB97M-V functional and the def2-TZVPD basis.

Cartesian coordinates (Å):
C 17.794 28.337 -11.950
O 17.425 29.570 -12.425
H 17.130 27.613 -12.422
H 18.835 28.066 -12.122
H 17.650 28.206 -10.877
H 17.930 30.320 -12.103
C 9.977 26.997 -8.326
O 9.717 28.332 -8.623
H 10.527 26.494 -9.122
H 10.428 26.957 -7.335
H 9.060 26.409 -8.337
H 9.390 28.754 -7.825
C 13.540 26.106 -11.159
C 13.508 27.145 -12.344
O 12.475 27.011 -13.301
O 14.088 24.892 -11.622
H 12.633 26.132 -10.555
H 14.286 26.468 -10.451
H 14.461 27.069 -12.866
H 13.341 28.140 -11.932
H 12.211 27.906 -13.525
H 13.663 24.690 -12.459
C 13.714 31.234 -13.667
C 13.047 30.156 -14.616
O 11.740 29.817 -14.224
O 13.016 32.394 -14.021
H 14.786 31.288 -13.852
H 13.674 31.026 -12.597
H 13.752 29.325 -14.654
H 12.918 30.468 -15.653
H 11.140 30.556 -14.348
H 13.533 33.087 -13.604
C 10.155 23.542 -13.284
C 9.319 24.019 -14.457
O 9.054 25.342 -14.304
O 9.367 23.563 -12.128
H 11.057 24.150 -13.228
H 10.380 22.531 -13.625
H 8.401 23.432 -14.456
H 9.849 23.891 -15.400
H 8.420 25.510 -13.603
H 9.245 24.514 -12.078

charge = +1
LUMO energy (alpha / beta) = -2.90 / -9.64 eV
E_HOMO (alpha / beta) = -12.506 / -12.505 eV
gap between HOMO and LUMO (alpha / beta) = 0.353 / 0.105 Eh
2S+1 = 2

=====

4.
This record from OMol25 describes a molecular structure, C8H27AgN10O6 in a non-equilibrium geometry. The level of theory is the ωB97M-V functional and the def2-TZVPD basis.

Cartesian coordinates (Å):
Ag 0.048 0.064 0.649
C 0.553 -3.822 1.926
C 1.605 -2.688 1.841
C 2.446 -2.809 0.504
O 1.087 -1.400 2.022
H -0.307 -3.630 1.284
H 0.177 -3.865 2.948
H 0.902 -4.849 1.817
H 2.287 -3.017 2.626
H 1.784 -2.750 -0.360
H 2.874 -3.810 0.451
H 3.220 -2.046 0.419
C 1.660 2.678 -0.168
O 1.631 1.730 0.591
N 1.030 3.768 0.181
N 2.080 2.746 -1.350
H 0.664 3.801 1.121
H 0.978 4.552 -0.454
H 2.526 1.919 -1.723
H 1.996 3.641 -1.811
C -1.895 -2.312 -1.003
O -1.274 -1.574 -0.264
N -2.451 -3.382 -0.500
N -2.195 -2.134 -2.243
H -2.002 -3.688 0.351
H -3.104 -3.907 -1.064
H -2.591 -2.874 -2.805
H -1.875 -1.272 -2.661
C 1.641 -0.479 -2.345
O 0.985 -0.283 -1.316
N 1.281 -0.407 -3.585
N 2.828 -0.880 -2.304
H 0.304 -0.149 -3.589
H 1.798 -0.665 -4.414
H 3.358 -1.079 -3.141
H 3.339 -0.975 -1.439
C -1.212 1.600 3.487
O -0.794 0.968 2.512
N -1.367 1.227 4.675
N -1.638 2.826 3.372
H -1.676 1.911 5.351
H -0.743 0.470 4.916
H -1.574 3.409 4.195
H -1.674 3.297 2.479
C -1.817 2.140 -1.096
O -1.377 1.286 -0.408
N -2.829 2.849 -0.804
N -1.555 2.375 -2.309
H -3.213 3.672 -1.245
H -3.061 2.667 0.161
H -1.952 3.266 -2.571
H -0.905 1.884 -2.906

charge = +2
LUMO energy (alpha / beta) = -4.65 / -8.41 eV
E_HOMO (alpha / beta) = -15.368 / -15.346 eV
gap between HOMO and LUMO (alpha / beta) = 0.394 / 0.255 Eh
2S+1 = 3

=====

5.
This record from OMol25 describes a molecular structure, C8H27EuNO2P2 in a non-equilibrium geometry. The level of theory is the ωB97M-V functional and the def2-TZVPD basis.

Cartesian coordinates (Å):
Eu 0.998 0.195 -0.740
H 1.985 1.553 -2.254
H 2.488 1.640 -1.675
P -1.197 -0.979 -2.135
P 2.021 -0.658 1.786
C 1.651 0.273 3.316
H 2.382 0.096 4.125
H 1.646 1.354 3.091
H 0.652 -0.013 3.688
C 2.428 -2.321 2.413
H 2.842 -2.892 1.569
H 3.158 -2.286 3.235
H 1.499 -2.798 2.761
C 3.710 0.010 1.437
H 3.672 1.100 1.244
H 4.382 -0.172 2.293
H 4.128 -0.493 0.544
C -1.724 -2.706 -2.368
H -2.358 -2.819 -3.259
H -0.812 -3.312 -2.475
H -2.278 -3.032 -1.474
C -2.770 -0.060 -2.267
H -2.557 1.020 -2.374
H -3.390 -0.365 -3.131
H -3.367 -0.217 -1.349
C -0.490 -0.601 -3.796
H 0.472 -1.133 -3.909
H -1.183 -0.934 -4.586
H -0.310 0.484 -3.913
H 1.452 -1.648 -0.986
H -0.061 -0.946 0.243
N -2.983 2.224 1.189
C -1.560 1.807 1.482
C -0.770 2.758 0.623
O -1.236 3.911 0.465
O 0.285 2.264 0.076
H -2.932 3.264 1.223
H -3.697 1.861 1.862
H -3.272 1.877 0.259
H -1.464 1.935 2.558
H -1.437 0.761 1.209

charge = +1
LUMO energy (alpha / beta) = -3.02 / -3.02 eV
E_HOMO (alpha / beta) = -10.418 / -10.474 eV
gap between HOMO and LUMO (alpha / beta) = 0.272 / 0.274 Eh
2S+1 = 7